No. 1
82
Properties=species:S:1:pos:R:3:forces:R:3:mulliken_charge:R:1 method="wB97M-V/def2-TZVPD" de_lowest_kcal_mol=13.4 energy_ha=-2002.918336 total_charge=+2
Rb -13.6264 9.9523 2.0222 -0.26 -0.20 0.34 0.982
Rb -10.5146 11.3572 -2.7777 0.26 0.97 0.50 1.229
Rb -13.8801 10.8266 -4.5151 -0.54 0.57 -0.59 1.117
Rb -12.2855 8.2692 -2.1608 -0.27 -0.84 0.72 1.297
Rb -15.9189 13.6243 -1.7508 -0.31 0.34 0.21 0.909
P -13.6785 11.2669 -1.1443 0.79 -0.59 1.17 -1.793
O -14.4087 10.2043 -1.9722 -0.41 -0.90 -1.25 -1.401
O -13.2859 12.4070 -2.0936 0.32 0.02 -0.35 -0.260
O -12.3691 10.5448 -0.6530 -0.33 0.83 -0.35 -0.417
O -14.5933 11.7095 -0.0037 0.96 -0.16 -0.68 0.251
C -9.1330 8.8505 -0.4274 0.50 1.14 0.23 -0.468
C -9.7812 8.8808 0.9468 1.24 0.06 0.53 -0.153
O -11.1528 8.6061 0.7934 -0.46 -0.15 0.24 -0.406
H -8.9551 7.8243 -0.7386 -0.21 0.11 -0.51 0.259
H -8.2036 9.4268 -0.4812 0.27 -0.46 0.37 0.411
H -9.7634 9.4783 -1.0789 -0.23 -0.75 -0.16 -0.445
H -9.5979 9.8165 1.4848 -0.34 0.23 -0.42 0.157
H -9.2935 8.1577 1.6068 -0.42 -0.39 -0.25 0.408
H -11.5139 9.4114 0.3852 -0.25 -0.02 -0.10 0.042
C -16.7433 13.9740 2.8522 -0.17 0.18 0.05 -1.240
C -15.2922 13.6313 2.6147 0.73 0.36 -0.45 0.165
O -14.8777 13.9322 1.2692 -0.11 0.16 0.07 -0.472
H -16.8590 15.0520 2.9795 0.13 -0.02 0.13 0.364
H -17.0996 13.4844 3.7584 -0.13 0.03 -0.03 0.343
H -17.3953 13.7262 2.0137 0.14 -0.45 0.02 0.231
H -15.0048 12.5872 2.8103 -0.54 0.04 0.12 -0.045
H -14.6680 14.2401 3.2752 -0.04 -0.07 0.11 0.381
H -14.5906 13.0865 0.8737 -0.17 0.24 -0.02 0.096
C -17.6203 10.0265 -4.9696 0.25 -0.43 0.53 -0.921
C -17.5391 9.9057 -3.4390 -0.08 0.46 -0.96 -0.146
O -16.7200 10.9797 -2.9595 0.14 -0.19 0.02 -0.060
H -17.9462 9.0957 -5.4349 -0.26 0.12 0.00 0.375
H -16.6185 10.2351 -5.3740 -0.23 0.07 0.00 0.031
H -18.2920 10.8444 -5.2141 0.06 0.00 -0.30 0.292
H -17.1082 8.9498 -3.1315 -0.09 -0.01 0.06 0.097
H -18.5428 10.0088 -3.0265 0.08 -0.14 0.18 0.341
H -15.9094 10.5443 -2.6230 0.01 0.38 0.56 0.053
C -11.9554 15.5147 -5.0733 0.06 0.26 0.03 -1.252
C -12.5049 14.1240 -4.8824 0.13 -0.20 -0.41 0.342
O -13.6134 14.1189 -4.0047 -0.49 -0.05 -0.23 -0.439
H -11.2679 15.5865 -5.9167 0.07 -0.22 0.04 0.396
H -11.4306 15.8261 -4.1699 -0.11 0.16 -0.02 0.225
H -12.7728 16.2014 -5.2941 -0.02 0.00 0.16 0.291
H -11.6949 13.4695 -4.5172 -0.05 -0.02 0.18 -0.154
H -12.8067 13.7138 -5.8577 -0.10 0.04 0.03 0.343
H -13.4921 13.4980 -3.2626 0.39 0.08 0.01 0.255
C -11.0140 16.5164 -0.5587 -0.10 0.40 0.73 -1.439
C -12.0123 15.4926 -1.0341 -0.51 -0.08 -1.23 0.327
O -11.3723 14.2882 -1.4947 0.40 -0.17 0.04 -0.322
H -10.8757 16.4885 0.5240 0.19 -0.17 -0.06 0.320
H -11.3819 17.5202 -0.7773 -0.08 -0.04 -0.01 0.383
H -10.0414 16.4441 -1.0417 -0.06 -0.30 -0.11 0.311
H -12.5505 15.9296 -1.8902 0.08 -0.11 -0.01 0.329
H -12.8042 15.2218 -0.3286 0.32 0.18 0.45 0.028
H -12.0742 13.6363 -1.6491 -0.14 0.12 0.18 0.270
C -11.0909 13.4174 3.2166 -0.27 -0.59 -0.31 -1.365
C -11.2137 13.1554 1.7256 -0.02 -0.41 0.25 0.674
O -11.1757 11.7366 1.4888 0.21 -0.32 0.43 -0.358
H -11.8790 12.8710 3.7423 -0.15 0.35 0.08 0.267
H -11.1604 14.4909 3.3778 -0.03 -0.02 0.29 0.372
H -10.1572 13.0249 3.6195 0.15 0.20 -0.15 0.369
H -10.3683 13.6450 1.2356 -0.25 0.00 -0.36 0.148
H -12.1782 13.5069 1.3498 0.19 0.45 -0.04 -0.188
H -11.6224 11.4732 0.6664 0.13 0.53 -0.16 0.100
C -19.1540 10.0529 1.1637 -0.55 0.26 -0.75 -1.436
C -17.9944 10.2929 0.2271 0.61 -0.08 0.19 0.800
O -16.8475 10.6974 0.9785 -0.19 -0.13 0.05 -0.309
H -19.2011 10.8395 1.9134 0.05 -0.13 0.16 0.347
H -19.1555 9.0575 1.5996 0.22 0.09 0.26 0.315
H -20.0682 10.1268 0.5641 -0.04 -0.07 0.18 0.386
H -18.2152 11.0586 -0.5240 -0.21 0.06 0.08 0.089
H -17.7694 9.3712 -0.3250 -0.01 0.02 -0.06 -0.311
H -16.1791 11.0828 0.3893 0.01 -0.14 0.12 0.226
C -15.2645 5.9859 -0.3511 -0.23 0.13 0.14 -1.371
C -15.5633 7.3607 -0.9389 -0.12 -1.13 0.83 0.127
O -14.7544 8.2998 -0.2449 -0.02 -0.02 -0.60 -0.097
H -14.1896 5.7956 -0.3153 -0.01 -0.11 -0.31 0.279
H -15.7971 5.2051 -0.8932 0.19 -0.07 -0.06 0.395
H -15.5917 5.9286 0.6883 -0.11 0.15 -0.04 0.323
H -16.6273 7.5760 -0.7997 0.04 0.13 -0.05 0.083
H -15.3855 7.3475 -2.0263 0.22 0.22 0.02 0.194
H -14.8122 9.0974 -0.8129 0.14 0.21 0.28 0.122

=====

No. 2
80
Properties=species:S:1:pos:R:3:forces:R:3:mulliken_charge:R:1 method="wB97M-V/def2-TZVPD" de_lowest_kcal_mol=45.4 smiles=OCCO.OCCO.OCCO.OCCO.OCCO.OCCO.OCCO.OCCO energy_ha=-1842.070587
C 3.9849 0.0720 -0.9334 2.10 0.82 -0.83 -0.197
C 4.2667 -0.3592 0.4830 -1.14 -0.66 -0.56 -0.014
O 4.2370 0.7914 1.2876 0.11 0.77 0.44 -0.498
O 5.0542 0.9459 -1.4060 -0.13 -0.16 0.21 -0.637
H 3.0645 0.6283 -1.0940 -0.42 -0.55 0.34 0.023
H 4.1179 -0.7794 -1.6004 -0.67 -0.05 0.12 0.281
H 5.2037 -0.9153 0.5380 0.24 0.28 0.05 0.316
H 3.4679 -1.0692 0.7377 0.04 0.12 0.34 0.089
H 4.3834 0.6299 2.2281 0.17 -0.54 0.05 0.148
H 5.1035 1.6998 -0.8099 -0.04 0.00 0.04 0.350
C -6.1916 1.5989 -0.1531 0.54 -0.06 0.43 -0.619
C -5.1337 0.5963 -0.5754 -0.21 -0.61 -1.19 -0.177
O -3.8071 1.0079 -0.4381 -0.19 0.23 0.73 -0.372
O -5.8675 2.9009 -0.5900 -0.11 0.05 -0.25 -0.470
H -6.2798 1.6022 0.9406 -0.11 -0.11 -0.02 0.333
H -7.1198 1.2366 -0.6100 -0.16 0.05 0.21 0.288
H -5.2992 0.3541 -1.6385 -0.17 0.12 0.01 0.212
H -5.3123 -0.3500 -0.0436 -0.20 0.12 0.19 0.322
H -3.2627 0.2237 -0.5496 0.13 0.34 0.14 0.277
H -6.4932 3.5066 -0.1847 0.02 0.03 -0.01 0.284
C 3.0791 -1.6438 4.4142 0.90 -0.72 1.12 -0.309
C 4.5412 -1.3109 4.6497 -0.24 0.53 -1.46 -0.633
O 4.8187 0.0413 4.2330 -0.11 0.05 0.31 -0.455
O 2.9063 -1.9458 3.0513 -0.32 0.43 -0.26 -0.438
H 2.4734 -0.8283 4.8176 -0.28 -0.03 -0.32 0.250
H 2.9235 -2.5613 5.0014 -0.39 0.16 0.09 0.359
H 5.0873 -1.9201 3.9241 0.25 -0.39 0.55 0.260
H 4.8343 -1.4784 5.6814 0.07 -0.09 0.03 0.479
H 5.2436 0.5023 4.9597 0.01 0.13 -0.09 0.260
H 1.9673 -2.0791 2.8885 0.01 0.01 -0.09 0.237
C -1.2425 2.5770 -2.3823 0.44 -0.26 -0.15 -0.047
C -2.5101 2.1504 -3.1107 -0.73 0.50 0.10 -0.257
O -3.7042 2.8063 -2.6645 0.43 0.02 -0.31 -0.447
O -1.3870 2.7847 -1.0027 0.14 0.04 -0.18 -0.588
H -0.8227 3.4613 -2.8816 -0.23 0.23 0.30 0.450
H -0.4934 1.7892 -2.5539 -0.04 0.00 -0.10 0.024
H -2.7140 1.0847 -2.9957 0.19 -0.07 -0.01 -0.238
H -2.3666 2.4145 -4.1650 0.14 -0.50 -0.12 0.550
H -3.8628 3.5329 -3.2720 -0.09 0.11 0.16 0.260
H -0.9490 2.0251 -0.5895 -0.21 0.29 0.04 0.238
C 0.8051 -2.0995 -2.9946 1.22 -0.40 0.85 0.322
C 0.5236 -3.5452 -3.3108 -1.07 -0.58 -0.03 -0.667
O -0.0209 -4.1856 -2.1428 -0.08 0.49 0.28 -0.489
O 2.0243 -1.9581 -2.2262 -0.55 -0.25 -0.65 -0.425
H 0.0335 -1.6596 -2.3572 -0.44 0.02 -0.45 -0.456
H 0.9036 -1.5722 -3.9400 0.16 0.33 0.18 0.364
H 1.3909 -4.1273 -3.6241 0.27 0.47 -0.21 0.393
H -0.2258 -3.5647 -4.1163 0.10 -0.10 0.01 0.381
H -0.2617 -5.0968 -2.3299 0.13 0.00 -0.15 0.279
H 1.9702 -2.6586 -1.5664 0.15 0.07 0.15 0.269
C 2.5488 3.1227 3.0003 0.98 -0.04 0.10 -0.101
C 1.3941 3.9631 3.4786 0.51 -0.55 0.79 -0.644
O 1.4903 5.3121 3.0904 -0.16 -0.10 -0.24 -0.525
O 2.5237 2.9473 1.5874 0.08 0.06 0.52 -0.523
H 2.6309 2.1778 3.5633 -0.69 -0.20 -0.37 0.097
H 3.5091 3.5857 3.2793 -0.28 0.49 -0.10 0.356
H 1.4851 3.9211 4.5699 -0.22 0.32 -0.03 0.360
H 0.4360 3.4904 3.2352 -0.02 0.17 -0.29 0.242
H 1.4927 5.3241 2.1262 -0.01 0.11 0.00 0.349
H 3.2491 2.3259 1.3936 -0.20 -0.10 -0.38 0.424
C -3.7582 -3.9180 -2.3920 0.75 -0.01 -0.21 -0.480
C -3.2271 -3.2135 -1.1534 0.06 -1.64 0.23 -0.459
O -2.6960 -1.9470 -1.4639 -0.41 -0.09 -0.34 -0.331
O -4.6806 -3.1447 -3.1040 -0.83 -0.19 -0.07 -0.556
H -4.2326 -4.8521 -2.0837 -0.21 0.12 -0.04 0.395
H -2.9230 -4.2166 -3.0469 0.05 0.11 0.08 0.217
H -2.4381 -3.8340 -0.7063 -0.03 -0.04 -0.12 0.255
H -4.0228 -3.2163 -0.4087 -0.03 0.99 -0.05 0.444
H -1.9545 -2.1260 -2.0546 0.07 0.00 -0.19 -0.099
H -4.2680 -2.4257 -3.5873 0.25 0.03 0.19 0.316
C 0.5236 0.5523 1.0650 0.59 -0.05 0.22 0.325
C -0.3112 -0.5529 0.4836 -0.24 -0.60 0.53 -0.442
O -1.2998 -0.0915 -0.4156 1.17 0.36 0.41 0.153
O 0.9187 1.4258 0.0456 -0.29 0.34 -0.19 -0.655
H 1.4257 0.0918 1.5018 -0.14 -0.12 0.15 -0.255
H 0.0048 1.0388 1.9007 -0.17 0.29 -0.29 0.274
H -0.7867 -1.0481 1.3453 -0.01 -0.11 -0.07 0.346
H 0.3589 -1.2971 0.0343 -0.07 0.09 -0.36 0.004
H -1.7607 -0.8730 -0.7390 -0.21 -0.09 0.15 0.199
H 1.2860 2.2214 0.4720 0.06 -0.20 -0.06 0.451